{
  "formula": "C41H53CuN4OPSb2",
  "method": "ωB97M-V/def2-TZVPD",
  "symbols": ["Sb", "Sb", "Cu", "P", "O", "N", "N", "N", "N", "C", "C", "C", "C", "C", "C", "C", "C", "C", "C", "C", "C", "C", "C", "C", "C", "C", "C", "C", "C", "C", "C", "C", "C", "C", "C", "C", "C", "C", "C", "C", "C", "C", "C", "C", "C", "C", "C", "C", "C", "C", "H", "H", "H", "H", "H", "H", "H", "H", "H", "H", "H", "H", "H", "H", "H", "H", "H", "H", "H", "H", "H", "H", "H", "H", "H", "H", "H", "H", "H", "H", "H", "H", "H", "H", "H", "H", "H", "H", "H", "H", "H", "H", "H", "H", "H", "H", "H", "H", "H", "H", "H", "H", "H"],
  "coordinates": [[-2.152, 0.392, -1.998], [-2.539, 1.488, 1.448], [0.119, -0.449, -0.775], [2.754, -0.420, 0.236], [1.383, 0.154, 0.504], [3.386, 0.243, -1.134], [0.737, -1.206, -2.567], [2.700, -2.062, 0.075], [3.840, -0.139, 1.444], [4.301, 1.244, 1.685], [-6.547, 0.802, -2.030], [3.548, -4.118, 0.910], [5.271, 1.312, -2.122], [-0.414, 0.892, 3.652], [2.053, -4.280, 0.626], [3.986, 1.996, -2.600], [5.208, 1.074, 2.900], [-1.172, -0.113, -6.239], [4.784, -0.023, -1.556], [-3.029, -1.265, -4.522], [-4.374, 2.506, -1.748], [2.960, 1.610, -1.541], [1.060, 3.224, 3.313], [-3.571, 1.950, 4.372], [-5.952, 0.547, 4.059], [-5.075, 0.683, 2.990], [4.533, -0.041, 3.731], [0.666, 1.161, 4.486], [-6.752, 2.164, -1.858], [-3.867, 1.367, 3.140], [-5.254, 0.292, -2.062], [1.390, -1.519, -3.449], [-3.212, -1.413, 0.345], [1.402, 2.331, 4.319], [-5.664, 3.017, -1.718], [-1.219, 0.264, -4.902], [-2.627, -1.524, -1.074], [-2.056, -1.071, -6.719], [1.542, -2.841, 0.596], [-4.158, 1.140, -1.922], [-2.319, -0.690, 1.375], [-4.451, 1.815, 5.442], [-2.147, -0.307, -4.028], [-0.780, 1.792, 2.648], [-0.028, 2.955, 2.485], [3.524, -0.711, 2.775], [-2.984, -1.646, -5.859], [-5.636, 1.108, 5.289], [3.925, -2.897, 0.077], [2.181, -1.931, -4.608], [-1.264, -0.895, 1.180], [-7.392, 0.132, -2.138], [6.196, 0.753, 2.571], [2.501, -0.463, 3.069], [-3.762, -1.730, -3.874], [-3.534, 3.179, -1.633], [-2.654, 2.511, 4.507], [4.132, -4.996, 0.638], [-7.759, 2.561, -1.834], [5.269, -0.755, 4.092], [3.458, 1.906, 1.916], [3.622, -1.795, 2.752], [4.800, -0.801, -2.325], [2.234, 2.550, 4.979], [-5.821, 4.080, -1.580], [-6.883, 0.008, 3.931], [5.322, 2.005, 3.456], [3.689, 1.603, -3.577], [0.916, 0.469, 5.284], [-3.679, -2.389, -6.230], [-2.029, -1.363, -7.761], [3.705, -3.918, 1.973], [5.397, -0.365, -0.721], [2.981, 2.312, -0.703], [2.816, -1.110, -4.936], [-0.532, 1.022, -4.537], [-5.116, -0.777, -2.183], [1.247, -2.506, 1.594], [-0.983, -0.020, 3.805], [5.743, 1.909, -1.339], [-4.206, 2.264, 6.398], [-0.456, 0.349, -6.911], [4.775, -2.353, 0.490], [1.632, 4.134, 3.179], [4.828, 1.634, 0.814], [-4.183, -0.915, 0.277], [-1.700, -2.116, -1.056], [-2.530, -1.049, 2.381], [-3.417, -2.424, 0.704], [4.088, 3.076, -2.685], [1.509, -2.208, -5.421], [-3.322, -2.055, -1.725], [5.998, 1.170, -2.919], [4.175, -3.198, -0.944], [1.942, 1.589, -1.928], [0.675, -2.743, -0.063], [-0.295, 3.666, 1.711], [-6.319, 1.002, 6.125], [-5.342, 0.249, 2.030], [1.535, -4.871, 1.380], [2.804, -2.786, -4.351], [1.904, -4.754, -0.347], [4.014, 0.367, 4.596]],
  "homo_lumo_gap_ha": 0.307,
  "total_charge": 1,
  "lumo_ev": -1.81,
  "largest_force_ev_per_a": 1.11
}



{
  "formula": "C41H53Ge2N4O3SiZn",
  "method": "ωB97M-V/def2-TZVPD",
  "symbols": ["Ge", "Ge", "Zn", "Si", "O", "O", "O", "N", "N", "N", "N", "C", "C", "C", "C", "C", "C", "C", "C", "C", "C", "C", "C", "C", "C", "C", "C", "C", "C", "C", "C", "C", "C", "C", "C", "C", "C", "C", "C", "C", "C", "C", "C", "C", "C", "C", "C", "C", "C", "C", "C", "C", "H", "H", "H", "H", "H", "H", "H", "H", "H", "H", "H", "H", "H", "H", "H", "H", "H", "H", "H", "H", "H", "H", "H", "H", "H", "H", "H", "H", "H", "H", "H", "H", "H", "H", "H", "H", "H", "H", "H", "H", "H", "H", "H", "H", "H", "H", "H", "H", "H", "H", "H", "H", "H"],
  "coordinates": [[1.041, -1.955, 2.130], [-0.176, -3.559, 0.712], [0.029, 0.526, -0.106], [-0.313, 3.821, -1.399], [8.020, 1.681, -1.601], [7.551, 2.139, 0.493], [0.848, -0.141, 1.958], [-0.898, -0.579, -1.601], [-0.696, 2.408, -0.491], [-1.834, 0.990, 0.882], [1.703, 0.247, -1.332], [5.516, -2.887, 0.901], [3.032, 0.657, -1.215], [3.561, 0.888, 0.061], [-2.169, -0.991, -1.709], [-0.561, -1.163, -3.913], [-3.979, 2.692, 1.187], [2.885, -2.363, 1.705], [-2.121, -3.701, 0.688], [0.492, -5.133, 1.679], [1.218, 2.211, 2.354], [2.491, 0.530, 3.664], [3.173, -2.700, 0.378], [-0.565, 5.374, -0.379], [1.145, 0.842, 3.008], [4.874, 1.265, 0.240], [-1.823, 2.199, 0.224], [-0.815, -2.919, 4.067], [0.509, -2.496, 3.909], [0.352, -3.867, -1.140], [5.192, 1.262, -2.122], [0.037, 0.851, 4.057], [-3.953, 1.458, 1.861], [0.893, -2.971, 6.251], [5.723, 1.428, -0.849], [3.868, 0.896, -2.314], [3.936, -2.303, 2.625], [4.481, -2.956, -0.024], [-1.348, 3.913, -2.942], [7.145, 1.785, -0.574], [-2.700, -1.504, -2.869], [-2.870, 0.628, 1.666], [-2.794, -0.744, 2.284], [-1.858, -1.589, -3.999], [1.265, -0.219, -2.520], [5.241, -2.565, 2.227], [-1.286, -3.351, 5.302], [-0.432, -3.372, 6.397], [1.360, -2.539, 5.016], [1.474, 3.717, -1.896], [-2.948, 3.068, 0.366], [-0.072, -0.648, -2.689], [-4.772, 1.148, 2.502], [1.597, 3.124, -2.819], [-0.792, -3.707, 7.362], [1.936, -0.317, -3.368], [0.373, 5.940, -0.311], [-2.546, -3.053, -0.083], [2.902, 0.737, 0.908], [1.424, 2.962, 3.122], [-2.316, -3.671, 5.405], [3.479, 0.836, -3.327], [-1.325, 6.039, -0.813], [2.080, 3.247, -1.110], [-0.094, -0.139, 4.503], [2.019, 2.259, 1.605], [0.275, 2.466, 1.873], [-4.834, 3.353, 1.314], [5.789, 1.459, -3.006], [-2.735, -1.501, 1.495], [6.538, -3.075, 0.591], [1.879, 4.723, -2.083], [-2.310, -4.745, 0.406], [-0.945, 4.666, -3.637], [2.824, 1.394, 4.244], [-2.781, -0.882, -0.814], [-2.393, 4.179, -2.722], [2.408, -0.316, 4.349], [1.296, -4.416, -1.170], [0.446, -2.960, -1.737], [2.401, -2.257, 4.927], [0.109, -1.217, -4.765], [-3.734, -1.823, -2.902], [-0.436, -4.491, -1.573], [0.114, -6.033, 1.177], [0.166, -5.144, 2.723], [6.049, -2.506, 2.952], [-2.610, -3.500, 1.643], [-2.972, 4.012, -0.176], [1.587, -5.154, 1.657], [-3.668, -0.951, 2.901], [-1.345, 2.937, -3.449], [-1.500, -2.901, 3.220], [5.280, 1.418, 1.233], [-0.880, 5.125, 0.642], [1.566, -2.994, 7.101], [-0.910, 1.177, 3.613], [2.381, -2.729, -0.364], [0.297, 1.552, 4.856], [7.580, 1.300, -2.362], [-2.241, -1.985, -4.935], [-1.896, -0.843, 2.895], [3.261, 0.310, 2.917], [4.691, -3.193, -1.062], [3.750, -2.044, 3.662]],
  "homo_lumo_gap_ha": [0.238, 0.257],
  "lumo_ev": [0.47, -0.53],
  "multiplicity": 2,
  "largest_force_ev_per_a": 0.98,
  "de_lowest_ev": 0.000,
  "s2": 0.771
}